Density functional theory data (wB97M-V/def2-TZVPD) for 12 unconnected molecules or ions with the total composition C24H72O24.

Geometry as ORCA input:
```
! wB97M-V def2-TZVPD RIJCOSX def2/J DEFGRID3
* xyz 0 1
C 2.8125 2.7123 -4.5277
C 1.2348 3.1373 -4.5929
O 0.6130 2.0130 -5.1057
O 3.0587 2.1551 -3.2699
H 3.2594 3.7063 -4.5457
H 3.1347 2.0701 -5.3474
H 1.3050 4.0104 -5.2415
H 0.8441 3.5134 -3.6474
H 0.8154 1.2340 -4.5824
H 3.8204 1.5751 -3.3408
C -2.8348 4.3249 -6.8315
C -2.3813 4.4543 -5.4233
O -2.4696 5.7842 -4.9180
O -4.2038 4.4205 -7.0169
H -2.4288 3.3269 -6.9966
H -2.4159 5.1244 -7.4427
H -1.3742 4.0516 -5.3154
H -3.0282 3.7727 -4.8710
H -3.3815 5.9939 -4.7032
H -4.4561 4.1965 -7.9157
C -0.5409 -6.6721 -0.5669
C -0.8016 -5.9915 0.7471
O -0.6553 -4.5529 0.5876
O 0.7341 -6.4136 -1.1140
H -1.3503 -6.3308 -1.2124
H -0.6993 -7.7498 -0.5254
H -0.0518 -6.3394 1.4576
H -1.7619 -6.3073 1.1549
H 0.1771 -4.4544 0.1197
H 0.7513 -6.8720 -1.9573
C 3.0450 -0.7939 3.7641
C 2.6551 -0.4542 2.3284
O 3.5484 0.5263 1.8038
O 4.2976 -1.4750 3.7061
H 2.3263 -1.3449 4.3708
H 3.1206 0.1431 4.3159
H 1.5961 -0.2208 2.4391
H 2.7492 -1.3236 1.6777
H 4.1257 0.2097 1.1051
H 5.0355 -0.9282 3.9852
C 0.6602 -3.2156 -3.1809
C 1.9190 -3.9449 -3.4965
O 3.0711 -3.0820 -3.5198
O 0.4192 -2.2001 -4.0289
H 0.6415 -2.8534 -2.1530
H -0.1756 -3.9139 -3.2222
H 1.9609 -4.6176 -4.3531
H 2.0612 -4.4763 -2.5555
H 2.9545 -2.4065 -4.1919
H -0.4378 -2.4043 -4.4103
C 3.1745 -4.9146 2.8585
C 3.4615 -5.4998 4.2731
O 2.9117 -4.6425 5.2765
O 4.1203 -3.9892 2.4745
H 2.1484 -4.5540 2.7861
H 3.1985 -5.7480 2.1564
H 4.5445 -5.5987 4.3474
H 3.0595 -6.4978 4.4479
H 3.5034 -4.5111 6.0210
H 3.8979 -3.1548 2.8940
C 5.1478 3.8265 0.8143
C 3.9788 3.2266 -0.0908
O 2.8207 3.0248 0.6525
O 5.9263 2.8061 1.5555
H 4.6074 4.4942 1.4853
H 5.8440 4.4067 0.2086
H 4.2689 2.3474 -0.6662
H 3.8288 4.0426 -0.7977
H 2.8596 2.1882 1.1218
H 6.6263 3.2319 2.0558
C -4.2308 -0.3947 -2.1696
C -4.6148 -0.2919 -0.6212
O -4.8226 0.9559 -0.0250
O -5.3806 -0.5943 -2.9494
H -3.5504 -1.2412 -2.2623
H -3.6212 0.3872 -2.6227
H -3.6375 -0.4540 -0.1666
H -5.2118 -1.1101 -0.2183
H -4.3641 1.1113 0.8040
H -5.7595 0.2877 -2.9351
C -2.9979 3.5777 -0.5529
C -3.1663 4.9601 0.0603
O -3.5322 5.8606 -0.9433
O -1.9133 3.7699 -1.5744
H -3.8466 3.3931 -1.2115
H -2.9227 2.7935 0.2004
H -2.2219 5.2066 0.5456
H -3.9091 4.9399 0.8578
H -2.9719 5.6612 -1.6968
H -1.3772 2.9735 -1.5728
C -2.6276 3.0171 3.4621
C -3.6193 2.6839 4.6454
O -4.6952 1.8621 4.1897
O -1.6112 3.8871 3.8776
H -3.1371 3.5540 2.6620
H -2.1757 2.0803 3.1361
H -4.0014 3.5286 5.2186
H -3.0889 2.0589 5.3638
H -5.5258 2.3339 4.0948
H -0.7913 3.6794 3.4233
C -0.4026 -2.6123 4.6630
C -0.7299 -1.4743 5.6520
O -0.8691 -2.1599 6.8846
O -1.5126 -3.4589 4.5836
H 0.2360 -3.4035 5.0558
H -0.2082 -2.2658 3.6480
H -1.6965 -0.9880 5.5207
H 0.0385 -0.7020 5.6178
H -1.2894 -3.0214 6.8312
H -1.1687 -4.3338 4.3892
C -0.2422 0.6704 -0.2990
C 0.0922 -0.8418 -0.6286
O 0.1348 -1.7451 0.4630
O -0.2314 1.5159 -1.4302
H 0.4343 1.0625 0.4604
H -1.2524 0.7504 0.1025
H 1.0721 -0.8606 -1.1056
H -0.5147 -1.2256 -1.4487
H -0.4816 -2.4789 0.4066
H 0.6898 1.4935 -1.6994
*
```

- E_HOMO (eV) = -9.55
- energy relative to the best compared isomer or geometry (same formula, charge and spin) (kJ/mol) = 599.4
- lowest unoccupied orbital energy (eV) = 0.1

Density functional theory data (wB97M-V/def2-TZVPD) for 11 unconnected molecules or ions with the total composition C24H73BNO11PS10.

Geometry as ORCA input:
```
! wB97M-V def2-TZVPD RIJCOSX def2/J DEFGRID3
* xyz 0 1
N 3.9321 3.1158 -3.1316
C 3.0811 2.3151 -3.9995
C 1.5634 2.6348 -3.9182
C 1.2158 4.1318 -4.0022
C -0.2736 4.4259 -3.6286
B -1.2886 3.3750 -4.2586
P -1.8301 1.8785 -3.1583
O -2.4776 0.7538 -3.9882
H 3.7769 2.8418 -2.1756
H 3.8033 4.1006 -3.2702
H 3.4248 2.3054 -5.0436
H 3.1901 1.2760 -3.6542
H 1.1785 2.2535 -2.9647
H 1.0792 2.0454 -4.7212
H 1.4617 4.5813 -4.9729
H 1.8136 4.6576 -3.2420
H -0.3553 4.3868 -2.5260
H -0.5583 5.4402 -3.9475
H -1.6604 3.5072 -5.3711
H -0.6655 1.3459 -2.5277
H -2.7449 2.3966 -2.1953
C 4.8613 6.6641 -2.3496
S 4.3230 5.8258 -0.8464
O 2.8383 5.6963 -0.9146
C 4.6884 7.1964 0.2653
H 4.6870 6.0025 -3.1945
H 4.2908 7.5837 -2.4826
H 5.9262 6.8856 -2.2782
H 4.1282 8.0800 -0.0415
H 5.7591 7.4014 0.2477
H 4.3905 6.9068 1.2712
C 1.9244 2.4619 1.0050
S 1.9916 0.9128 0.0901
O 1.2622 1.1287 -1.2007
C 0.8839 0.0074 1.1797
H 2.5212 3.2026 0.4720
H 0.8918 2.8059 1.0714
H 2.3381 2.3052 2.0013
H -0.0799 0.5138 1.2321
H 1.3274 -0.0615 2.1695
H 0.7474 -0.9941 0.7739
C 6.1726 0.0836 2.0775
S 4.7730 -1.0466 2.1898
O 3.6004 -0.2505 2.6617
C 5.3888 -1.9760 3.6016
H 5.9780 0.7897 1.2716
H 6.2866 0.6239 3.0178
H 7.0769 -0.4827 1.8542
H 5.5534 -1.3031 4.4441
H 6.3196 -2.4745 3.3290
H 4.6431 -2.7238 3.8717
C -1.8806 -2.9511 2.5340
S -2.4323 -1.4486 3.3584
O -1.2350 -0.5752 3.5412
C -2.7786 -2.2265 4.9447
H -1.5719 -2.6947 1.5225
H -1.0365 -3.3804 3.0731
H -2.7017 -3.6664 2.4904
H -1.8747 -2.7044 5.3268
H -3.5728 -2.9630 4.8202
H -3.1059 -1.4566 5.6415
C -1.5232 -5.1124 -1.3198
S -1.1059 -6.4390 -0.1733
O -1.2505 -5.8910 1.2071
C 0.6551 -6.4623 -0.5534
H -2.5859 -4.8983 -1.2210
H -0.9462 -4.2194 -1.0777
H -1.3108 -5.4349 -2.3392
H 1.0875 -5.4801 -0.3608
H 0.7960 -6.7402 -1.5981
H 1.1315 -7.2021 0.0869
C 3.1750 -4.7693 7.2641
S 2.5979 -5.1656 5.6039
O 3.4499 -4.3994 4.6449
C 1.0296 -4.2972 5.7468
H 4.1727 -5.1872 7.3872
H 3.2128 -3.6873 7.3927
H 2.5005 -5.2139 7.9960
H 1.2084 -3.2463 5.9769
H 0.4279 -4.7583 6.5309
H 0.5071 -4.3770 4.7944
C -1.8437 6.8344 -8.9538
S -1.9427 5.3811 -7.8922
O -0.7452 5.4027 -7.0035
C -1.6207 4.1787 -9.1948
H -1.9775 7.7187 -8.3336
H -0.8675 6.8718 -9.4379
H -2.6359 6.7912 -9.7016
H -0.6588 4.3902 -9.6625
H -2.4201 4.2233 -9.9348
H -1.5979 3.1880 -8.7446
C -3.1185 -6.2265 6.3533
S -2.8512 -4.7865 7.4028
O -1.3811 -4.6790 7.6419
C -3.5863 -5.4992 8.8848
H -2.6944 -6.0177 5.3719
H -2.6244 -7.0962 6.7871
H -4.1889 -6.4087 6.2555
H -3.0617 -6.4166 9.1523
H -4.6409 -5.7051 8.7017
H -3.4924 -4.7761 9.6927
C -2.0497 -1.1357 -6.5778
S -1.9462 -2.6849 -7.4874
O -2.6783 -2.4986 -8.7748
C -3.0318 -3.6103 -6.3851
H -1.4708 -0.3856 -7.1129
H -3.0880 -0.8139 -6.5099
H -1.6341 -1.2680 -5.5794
H -4.0062 -3.1241 -6.3336
H -2.5819 -3.6610 -5.3933
H -3.1464 -4.6164 -6.7851
C -6.0517 2.9202 4.0920
S -6.2900 1.1661 3.7530
O -6.1451 0.4408 5.0492
C -4.7507 0.9421 2.8467
H -6.8892 3.2678 4.6940
H -5.1212 3.0664 4.6411
H -6.0268 3.4703 3.1512
H -3.9050 1.2178 3.4782
H -4.7653 1.5564 1.9455
H -4.6704 -0.1034 2.5695
*
```

- E_HOMO (eV) = -8.33
- energy relative to the best compared isomer or geometry (same formula, charge and spin) (kJ/mol) = 0.0
- lowest unoccupied orbital energy (eV) = 0.3

For each record above, in turn, the calculated frontier orbital gap values are 0.3537; 0.3180 hartree.